Record 1
A structure of composition C43H58BrN4SSiTl in a non-equilibrium geometry. Source: OMol25; level of theory: ωB97M-V/def2-TZVPD.

Last column: Löwdin charge in e.
Positions of all 109 atoms, in Å:
Tl  -0.5897  1.0482  -0.1514  0.9364
C  -1.0633  -1.1297  4.0371  -0.0210
C  -1.9187  -0.3856  3.0213  -0.1314
C  -2.2575  -0.9376  1.7505  -0.1956
C  -1.7449  -2.3413  1.3824  -0.0125
C  -3.1366  -0.2784  0.8652  -0.2254
C  -3.6480  -0.9473  -0.4140  -0.0387
C  -3.7792  0.9427  1.2892  -0.1562
C  -5.0380  1.3826  0.5451  -0.0163
C  -3.2869  1.6607  2.3949  -0.2023
C  -3.8787  2.9605  2.8762  -0.0186
C  -2.3758  0.9862  3.2243  -0.1778
C  -1.8858  1.7147  4.4125  -0.0454
H  -0.3960  -0.4533  4.6120  0.0863
H  -0.4296  -1.8817  3.6564  0.0449
H  -1.8043  -1.5064  4.7415  0.1090
H  -1.1387  -2.6892  2.1964  0.0559
H  -1.2071  -2.3686  0.4618  0.0454
H  -2.5197  -3.0750  1.5182  0.1014
H  -4.4405  -1.6473  -0.0974  0.1124
H  -2.8454  -1.5217  -0.9736  0.0892
H  -4.1043  -0.3042  -1.1277  0.0358
H  -4.8740  1.8285  -0.4031  0.0468
H  -5.6541  2.1282  1.0573  0.0868
H  -5.7532  0.5988  0.3916  0.0884
H  -4.5477  2.6647  3.6956  0.1129
H  -4.5186  3.5045  2.1696  0.0823
H  -3.0295  3.5759  3.1675  0.0829
H  -1.3356  1.0841  5.1029  0.0722
H  -2.6370  2.0943  5.0721  0.0905
H  -1.3021  2.5662  4.1471  0.0732
C  4.3602  6.0261  2.0230  -0.1515
Si  2.8391  4.9625  2.0117  0.5578
C  1.3849  6.1973  2.2115  -0.1517
C  2.9334  3.6628  3.3789  -0.1862
C  2.5638  3.9805  0.4073  -0.2412
C  3.3468  4.2925  -0.6515  -0.0281
C  3.1062  3.6048  -1.8926  -0.0256
C  2.1323  2.6633  -1.9724  -0.1345
N  1.2351  2.4654  -1.0007  -0.0557
C  1.4886  3.1272  0.1223  -0.7370
S  0.3777  2.7345  1.3806  0.7394
H  4.4135  6.6508  2.8974  0.0531
H  4.1685  6.7489  1.2674  0.0288
H  5.2301  5.5165  1.9197  0.0031
H  0.4868  5.7474  1.8682  -0.0138
H  1.5887  7.1459  1.7165  0.0375
H  1.3233  6.4149  3.2844  0.0444
H  3.5566  3.8983  4.2408  0.0388
H  3.3993  2.7856  2.9183  0.0272
H  1.9161  3.4952  3.7519  0.0085
H  4.1009  4.9948  -0.6583  0.0902
H  3.8136  3.7407  -2.7411  0.1305
H  2.0793  2.0281  -2.8933  0.1376
C  2.8768  -5.5366  0.6654  -0.0496
C  3.3287  -4.3181  1.5253  -0.5581
C  3.0617  -4.6815  2.9795  -0.0397
C  4.7885  -4.0625  1.2874  -0.0404
C  2.5330  -3.0792  1.1616  -0.1032
C  2.7229  -1.8469  1.8163  0.0338
C  1.8607  -0.8032  1.5831  -0.0954
N  1.0517  -0.8274  0.5448  0.0562
C  1.0448  -1.9036  -0.2529  -0.2261
C  1.6078  -3.1041  0.1109  0.0679
C  0.3267  -1.7323  -1.5515  -0.1827
C  0.4251  -2.7034  -2.5660  0.0909
C  -0.2907  -2.7051  -3.8083  -0.0722
C  -0.9746  -1.5233  -4.0005  0.0139
C  -0.8957  -0.5010  -3.0981  -0.0808
N  -0.3553  -0.6171  -1.8460  0.0389
C  -0.2186  -3.9041  -4.7817  -0.5374
C  -0.9616  -3.5898  -6.0550  -0.0702
C  -0.9347  -5.1316  -4.2082  -0.0193
C  1.2392  -4.2827  -5.0612  -0.0257
H  3.4008  -6.5224  0.8939  0.1307
H  3.0758  -5.3466  -0.3551  0.0623
H  1.8979  -5.8334  0.8288  0.0601
H  3.7473  -5.5022  3.4243  0.1309
H  2.0579  -5.1759  3.0653  0.1034
H  3.1378  -3.8391  3.6023  0.0549
H  5.4170  -4.8066  1.7731  0.0945
H  5.2141  -3.1614  1.7450  0.0909
H  4.9486  -4.1159  0.1845  0.1090
H  3.5080  -1.7758  2.5477  0.1246
H  2.0413  0.1290  2.0865  0.1102
H  1.6342  -3.9321  -0.5794  0.1042
H  1.0437  -3.4854  -2.3041  0.0791
H  -1.5018  -1.3630  -4.9665  0.1379
H  -1.4171  0.3901  -3.2976  0.0840
H  -2.0140  -3.3720  -5.8635  0.0918
H  -1.0120  -4.4609  -6.7342  0.1099
H  -0.6279  -2.7855  -6.6743  0.0841
H  -1.8852  -4.9055  -3.8994  0.0643
H  -0.4108  -5.4481  -3.2716  0.1067
H  -0.9113  -5.9287  -4.8755  0.0793
H  1.9145  -3.5088  -5.4580  0.1035
H  1.2424  -5.0221  -5.8259  0.0829
H  1.6574  -4.6964  -4.1285  0.0866
Br  -4.7966  5.6599  -3.4401  0.8554
C  -3.6568  4.3547  -2.7027  -0.6552
C  -3.9280  3.0215  -2.8399  -0.0950
C  -3.1605  2.0480  -2.2248  -0.1410
N  -2.0724  2.3433  -1.5008  -0.0149
C  -1.7981  3.6640  -1.3118  -0.0965
C  -2.4674  4.6850  -2.0252  -0.0369
H  -4.6563  2.6703  -3.5168  0.1102
H  -3.4235  1.0187  -2.4568  0.1102
H  -0.9558  4.0024  -0.6862  0.0862
H  -2.1835  5.6968  -1.8690  0.1077

Output
Largest force on an atom, eV/Å: 4.0
E_tot, Ha: -5326.01220
Highest occupied orbital energy, eV: -13.14
Net charge: +2

=====

Record 2
A cluster of 2 separate species, C2H2F2O2P in total in a non-equilibrium geometry. Source: OMol25; level of theory: ωB97M-V/def2-TZVPD.

Last column: Löwdin charge in e.
Positions of all 9 atoms, in Å:
C  1.9000  -1.0442  -1.8045  -0.6488
C  1.8010  -0.5008  0.1819  -0.6883
O  0.7777  -1.2413  -2.1499  -0.0281
O  3.0421  -1.0185  -2.1220  0.0324
F  2.4491  0.6901  0.4502  -0.0871
F  2.5461  -1.4517  0.8803  -0.1039
P  0.0784  -0.4693  0.8272  0.7902
H  -0.4780  -0.8193  -0.4037  -0.1351
H  -0.0805  0.8896  0.5651  -0.1313

Output
Largest force on an atom, eV/Å: 3.4
E_tot, Ha: -768.99871
Highest occupied orbital energy, eV: -3.32
Net charge: -1

=====

Record 3
An isolated molecule of C4H7NO. Source: OMol25; level of theory: ωB97M-V/def2-TZVPD.

Last column: Löwdin charge in e.
Positions of all 13 atoms, in Å:
C  -1.3644  -0.7529  0.3356  -0.0639
C  -0.3435  -0.0406  -0.5493  -0.3770
C  0.2923  1.2259  0.0487  -0.1254
O  1.5390  0.7522  0.5953  -0.0487
C  1.7447  -0.4258  -0.0436  -0.2334
N  0.8193  -0.9296  -0.7446  0.0957
H  -1.6952  -1.6730  -0.1568  0.0772
H  -2.2437  -0.1258  0.5229  0.0768
H  -0.9187  -1.0297  1.2982  0.0842
H  -0.8046  0.1975  -1.5125  0.1328
H  -0.2887  1.7141  0.8357  0.1246
H  0.5351  1.9514  -0.7386  0.1233
H  2.7284  -0.8637  0.1088  0.1336

Output
SMILES: C[C@H]1COC=N1
Largest force on an atom, eV/Å: 0.4
E_tot, Ha: -286.59382
Highest occupied orbital energy, eV: -9.68